Entry from the Open Molecules 2025 dataset: a 2-piece molecular cluster, C5H13NO overall at a distorted geometry (wB97M-V/def2-TZVPD).

Structure (XYZ):
```
20
Properties=species:S:1:pos:R:3
C -1.733 1.221 0.706
C -0.469 0.903 0.900
C -0.053 0.575 2.339
C 0.431 1.155 -0.287
C 0.924 -0.202 -0.792
N 2.149 -0.731 -0.187
H -2.394 0.973 1.443
H -2.120 1.658 -0.258
H -0.945 0.259 2.771
H 0.301 1.605 2.758
H 0.690 -0.238 2.206
H 1.179 1.758 -0.145
H -0.235 1.652 -1.043
H 0.064 -0.826 -0.795
H 1.142 0.198 -1.891
H 2.820 -1.151 -0.976
H 2.660 -0.120 0.338
O -1.362 -2.308 -2.035
H -1.133 -2.036 -1.253
H -0.768 -2.059 -2.766
```

Properties
Energy relative to the best compared isomer or geometry (same formula, charge and spin): 82.4 kcal/mol
Largest force on an atom: 0.16563 Eh/bohr
Electronic energy: -8930.437 eV
LUMO: 0.0290 Ha
SMILES string: C=C(C)CCN.O
2S+1: 1
Gap between HOMO and LUMO: 0.3682 Eh
HOMO: -0.3391 hartree

Atom charges from the Mulliken analysis, given in e for atoms 1 to 4: atom 1 (C): -1.17, atom 2 (C): 0.82, atom 3 (C): -1.00, atom 4 (C): -1.18